(w)
DFT (the ωB97M-V functional and the def2-TZVPD basis) results for a cluster of 8 separate species, C44H100N4O8 in total.

The SMILES is CC1(C)CCCC(C)(C)N1O.CC1(C)CCCC(C)(C)N1O.CC1(C)CCCC(C)(C)N1O.CC1(C)CCCC(C)(C)N1O.CCO.CCO.CCO.CCO. The spin multiplicity is 1. Its LUMO energy is 0.7 eV. The HOMO-LUMO gap comes out at 8.5 eV. As for the HOMO energy: -7.9 eV. Its charge is 0.

Last column: Mulliken charge in e.
Cartesian coordinates (Å):
C  4.47363  0.78679  -9.42940  -1.71
C  4.67837  -0.79586  -9.84292  1.18
C  6.03775  -0.96059  -10.62978  -1.43
C  4.80427  -1.59689  -8.49615  -1.21
C  4.75839  -3.13088  -8.66471  -0.76
C  3.40992  -3.45642  -9.33425  -1.34
C  3.12742  -2.71838  -10.65187  1.72
C  3.88381  -3.45200  -11.68745  -1.70
C  1.61397  -2.87763  -10.83847  -1.99
N  3.52582  -1.35301  -10.51969  0.34
O  3.30201  -0.59985  -11.65839  -0.51
H  3.61707  0.98295  -8.78448  0.40
H  5.35499  1.07245  -8.85521  0.39
H  4.28943  1.44475  -10.27866  0.37
H  6.95780  -1.09131  -10.06011  0.36
H  6.19189  -1.90100  -11.15890  0.30
H  6.20295  -0.17758  -11.36986  0.34
H  5.75936  -1.44222  -7.99418  0.51
H  4.12380  -1.22770  -7.72884  0.37
H  5.51502  -3.43676  -9.38724  0.30
H  5.05639  -3.62404  -7.73945  0.43
H  2.66830  -3.32036  -8.54711  0.41
H  3.33789  -4.53432  -9.47933  0.54
H  3.58624  -4.49875  -11.74964  0.42
H  4.97280  -3.41064  -11.66494  0.29
H  3.55327  -3.01786  -12.63103  0.35
H  0.94746  -2.41393  -10.11124  0.44
H  1.25033  -3.90441  -10.79886  0.39
H  1.18414  -2.47390  -11.75517  0.43
H  2.42415  -0.28105  -11.43624  0.37
C  6.67785  12.61547  -0.99503  -1.83
C  5.70477  11.48601  -0.31463  1.16
C  5.57998  11.88672  1.21528  -1.52
C  4.30655  11.62527  -1.06986  -1.02
C  3.37452  10.51296  -0.72411  -0.78
C  3.99620  9.16858  -1.07637  -1.29
C  5.28825  8.88863  -0.36990  1.54
C  5.14159  8.34149  1.07856  -1.61
C  5.95169  7.78840  -1.20038  -2.01
N  6.19369  10.14426  -0.42163  0.43
O  7.47671  9.85142  0.02299  -0.51
H  6.75808  12.48047  -2.07366  0.42
H  6.38167  13.64321  -0.78492  0.36
H  7.68852  12.49080  -0.60633  0.46
H  5.17871  11.18987  1.95114  0.25
H  6.50211  12.33014  1.59101  0.39
H  4.98816  12.78401  1.39618  0.40
H  3.86875  12.61119  -0.91373  0.47
H  4.48672  11.54660  -2.14198  0.35
H  3.33403  10.51636  0.36513  0.29
H  2.32042  10.54342  -0.99988  0.37
H  4.24635  9.14659  -2.13705  0.46
H  3.29293  8.33709  -1.12248  0.54
H  4.49599  7.46615  1.14974  0.41
H  4.79463  9.06135  1.81986  0.27
H  6.10362  7.94381  1.40174  0.39
H  5.33337  6.89900  -1.32182  0.37
H  6.95403  7.49380  -0.88955  0.41
H  6.28582  8.11512  -2.18513  0.47
H  8.06371  9.95411  -0.72966  0.34
C  -1.00348  -3.25791  1.64066  -1.65
C  0.33158  -2.46852  1.62613  1.61
C  1.38365  -3.13845  0.68970  -1.91
C  0.03393  -1.14831  0.98573  -1.25
C  -0.68493  -0.10363  1.86663  -0.75
C  0.10833  0.00302  3.24868  -1.42
C  0.24190  -1.34244  3.95212  2.10
C  1.16955  -1.04509  5.09706  -2.15
C  -1.10417  -1.93286  4.53068  -1.87
N  0.97210  -2.24451  2.93872  0.00
O  1.24636  -3.48257  3.51553  -0.48
H  -1.80625  -2.97754  2.32261  0.35
H  -1.35460  -3.07478  0.62514  0.44
H  -0.87808  -4.33187  1.77838  0.33
H  1.79803  -4.04502  1.13072  0.41
H  1.03916  -3.35280  -0.32197  0.37
H  2.26219  -2.51078  0.54037  0.43
H  0.97581  -0.64579  0.76570  0.38
H  -0.45553  -1.35984  0.03505  0.52
H  -0.67350  0.85396  1.34606  0.46
H  -1.71397  -0.44615  1.97553  0.26
H  -0.53845  0.67039  3.81825  0.38
H  1.00238  0.61579  3.13332  0.44
H  1.31757  -1.88504  5.77578  0.43
H  0.74274  -0.33617  5.80653  0.45
H  2.13074  -0.75838  4.67044  0.51
H  -1.99275  -1.34738  4.29459  0.28
H  -1.03618  -1.83871  5.61447  0.51
H  -1.07507  -3.01058  4.37007  0.43
H  2.20225  -3.43697  3.59166  0.37
C  -11.05166  -0.65710  -2.03672  -1.85
C  -11.46661  -1.53400  -0.85445  1.41
C  -12.68699  -2.28870  -1.30060  -2.01
C  -10.36463  -2.58914  -0.50374  -1.21
C  -9.14841  -1.96869  0.17170  -0.73
C  -9.64059  -1.29722  1.47621  -1.48
C  -10.78749  -0.39875  1.26858  1.98
C  -11.52675  -0.28771  2.65331  -2.03
C  -10.15091  0.97221  0.89203  -1.67
N  -11.86130  -0.76641  0.25711  0.32
O  -12.95922  0.10418  0.19950  -0.46
H  -10.18536  -0.04847  -1.77750  0.44
H  -10.68513  -1.41528  -2.72876  0.45
H  -11.92485  -0.17219  -2.47320  0.36
H  -12.53248  -2.78109  -2.26069  0.39
H  -12.89390  -3.07397  -0.57352  0.44
H  -13.58326  -1.66984  -1.25782  0.43
H  -10.87266  -3.29162  0.15697  0.46
H  -10.07969  -3.28897  -1.28934  0.49
H  -8.44444  -2.77243  0.38743  0.47
H  -8.71720  -1.32409  -0.59422  0.28
H  -8.70368  -0.76014  1.62388  0.31
H  -9.70210  -1.98468  2.31985  0.41
H  -10.88319  0.06475  3.45935  0.45
H  -12.05865  -1.14788  3.05990  0.41
H  -12.33223  0.44126  2.56446  0.48
H  -9.07244  0.94616  0.73619  0.32
H  -10.46750  1.80868  1.51506  0.42
H  -10.49311  1.26326  -0.10110  0.36
H  -13.65490  -0.47193  0.52466  0.36
C  7.03865  -0.99110  12.84748  -0.89
C  7.89167  -1.81192  13.88023  -0.26
O  7.29530  -3.03360  14.33450  -0.51
H  6.73744  -1.57198  11.97574  0.30
H  7.58459  -0.12618  12.47074  0.30
H  6.09698  -0.65034  13.27788  0.26
H  7.97394  -1.26730  14.82082  0.24
H  8.91365  -2.00235  13.55252  0.29
H  7.23557  -3.66771  13.61622  0.29
C  -5.03598  -9.52544  -5.04348  -0.93
C  -5.22051  -10.11866  -3.59970  -0.27
O  -4.92735  -11.49835  -3.61306  -0.52
H  -5.43832  -10.25323  -5.74813  0.27
H  -3.95127  -9.50619  -5.14894  0.24
H  -5.48208  -8.53747  -5.15747  0.33
H  -6.23854  -10.07618  -3.21249  0.30
H  -4.64518  -9.51945  -2.89397  0.27
H  -5.22324  -11.84635  -2.76870  0.30
C  -7.50571  -3.55530  9.68467  -1.17
C  -7.36487  -4.34863  10.98788  -0.11
O  -7.35466  -5.67123  10.56483  -0.49
H  -8.43849  -3.81097  9.18200  0.31
H  -6.70497  -3.70946  8.96138  0.29
H  -7.65781  -2.48721  9.84008  0.37
H  -8.17622  -4.05621  11.65443  0.28
H  -6.42748  -3.94502  11.37064  0.21
H  -7.51126  -6.15265  11.38049  0.30
C  9.07369  -2.63689  4.97362  -1.08
C  10.44316  -2.19663  5.51889  -0.13
O  10.60209  -2.51131  6.92964  -0.52
H  8.94120  -2.48126  3.90296  0.35
H  8.26908  -2.14857  5.52340  0.28
H  8.97137  -3.72001  5.04059  0.30
H  10.41830  -1.12734  5.30885  0.22
H  11.20100  -2.68454  4.90593  0.27
H  11.52829  -2.43613  7.17071  0.30

=====

(x)
DFT (the ωB97M-V functional and the def2-TZVPD basis) results for a cluster of 8 separate species, C44H100N4O8 in total.

The SMILES is CC1(C)CCCC(C)(C)N1O.CC1(C)CCCC(C)(C)N1O.CC1(C)CCCC(C)(C)N1O.CC1(C)CCCC(C)(C)N1O.CCO.CCO.CCO.CCO. The spin multiplicity is 1. Its LUMO energy is 0.4 eV. The HOMO-LUMO gap comes out at 8.6 eV. As for the HOMO energy: -8.2 eV. Its charge is 0.

Last column: Mulliken charge in e.
Cartesian coordinates (Å):
C  4.94221  -0.34236  -7.91280  -1.51
C  5.11800  -0.10707  -6.35055  1.42
C  6.49907  -0.60627  -5.87880  -1.91
C  5.23228  1.44205  -6.11722  -1.21
C  3.90666  2.30343  -5.99739  -0.96
C  2.93417  1.69741  -5.02435  -1.23
C  2.64447  0.20518  -5.43427  1.85
C  1.77968  -0.19083  -4.27777  -2.99
C  1.79650  0.26876  -6.72799  -1.93
N  3.91621  -0.63086  -5.55694  0.86
O  3.68475  -2.00063  -5.72597  -0.65
H  5.66669  0.07978  -8.60923  0.39
H  4.80228  -1.39757  -8.14741  0.34
H  4.01223  0.16315  -8.17300  0.35
H  6.55218  -0.35841  -4.81868  0.42
H  6.64221  -1.68211  -5.97973  0.31
H  7.18779  -0.04290  -6.50838  0.48
H  5.91817  1.68538  -5.30577  0.43
H  5.74031  1.99164  -6.90966  0.39
H  4.12792  3.32756  -5.69689  0.48
H  3.43285  2.48432  -6.96221  0.37
H  2.06368  2.34521  -4.92099  0.28
H  3.42647  1.63471  -4.05388  0.49
H  2.29086  0.02245  -3.33899  0.49
H  1.68269  -1.26403  -4.11361  0.72
H  0.93588  0.35164  -3.85137  0.86
H  0.79762  0.59236  -6.43535  0.35
H  1.66414  -0.73275  -7.13729  0.40
H  2.12991  0.83878  -7.59517  0.32
H  3.86287  -2.36127  -4.85430  0.02
C  -2.30559  0.50723  2.90246  -1.61
C  -1.10254  0.59237  1.89011  1.47
C  0.20696  0.49101  2.78893  -2.35
C  -1.08915  -0.64472  0.91262  -1.17
C  -0.06002  -0.49199  -0.13398  -0.43
C  -0.37856  0.81883  -0.94400  -1.07
C  -0.45588  2.15211  -0.11817  2.30
C  0.95734  2.73294  -0.06274  -1.93
C  -1.36540  3.19450  -0.79733  -1.35
N  -1.12770  1.85099  1.16442  0.66
O  -1.10828  2.97036  2.05378  -0.53
H  -3.29379  0.35378  2.46886  -0.27
H  -2.13982  -0.33665  3.57216  0.39
H  -2.38171  1.38302  3.54689  0.51
H  1.06866  0.85339  2.22835  0.18
H  0.00772  1.29812  3.49388  0.71
H  0.47698  -0.47557  3.21429  0.44
H  -0.92399  -1.55363  1.49115  0.57
H  -2.00422  -0.69409  0.32244  0.28
H  0.98019  -0.48133  0.19155  0.16
H  -0.01187  -1.37511  -0.77106  0.54
H  -1.27015  0.73430  -1.56532  0.45
H  0.46192  0.88907  -1.63449  0.17
H  0.94637  3.54366  0.66576  -0.03
H  1.26817  3.16220  -1.01523  0.47
H  1.65838  1.99442  0.32613  0.41
H  -1.18813  3.30587  -1.86704  0.02
H  -1.21668  4.19116  -0.38182  0.30
H  -2.42640  2.96158  -0.70700  0.22
H  -0.23933  2.84305  2.44151  0.40
C  -7.82651  0.54572  5.84864  -1.65
C  -7.16567  -0.14672  7.08214  1.47
C  -7.31767  0.72209  8.36268  -1.79
C  -7.90565  -1.45462  7.41793  -1.18
C  -7.62524  -2.64194  6.48138  -0.77
C  -6.06914  -2.72878  6.15376  -1.43
C  -5.36895  -1.46120  5.75215  2.50
C  -3.83759  -1.63009  5.66953  -2.17
C  -5.88187  -1.10994  4.33116  -2.02
N  -5.74808  -0.45304  6.74328  0.14
O  -5.06167  0.78627  6.66780  -0.48
H  -8.44128  1.26803  6.38571  0.47
H  -7.18192  0.97317  5.08059  0.21
H  -8.55389  -0.02331  5.26967  0.33
H  -7.12628  0.09020  9.22996  0.39
H  -6.70829  1.62571  8.34776  0.45
H  -8.38328  0.89788  8.50993  0.45
H  -7.64495  -1.79738  8.41926  0.45
H  -8.98610  -1.35906  7.31020  0.40
H  -7.86706  -3.61985  6.89772  0.44
H  -8.20855  -2.59756  5.56166  0.34
H  -5.90889  -3.47525  5.37581  0.39
H  -5.54501  -3.11437  7.02824  0.45
H  -3.46645  -2.41309  5.00827  0.40
H  -3.50893  -1.68310  6.70744  0.52
H  -3.38121  -0.73450  5.24795  0.33
H  -5.71019  -0.07660  4.02975  0.31
H  -6.93943  -1.33406  4.19180  0.28
H  -5.39597  -1.71050  3.56216  0.47
H  -4.73788  0.86598  7.56803  0.35
C  3.20001  -2.54858  -2.31957  0.02
C  3.93079  -3.22675  -1.17783  1.77
C  3.86712  -2.55229  0.22215  -2.11
C  3.16266  -4.52442  -0.74942  -1.30
C  3.30707  -5.78774  -1.64480  -0.78
C  4.75280  -5.91364  -2.10612  -1.48
C  5.56608  -4.67286  -2.49300  2.41
C  7.04892  -5.00274  -2.42390  -1.96
C  5.20181  -4.23814  -3.92157  -1.39
N  5.30735  -3.56062  -1.50865  0.06
O  6.00182  -2.35095  -1.74714  -0.49
H  3.70519  -1.96386  -3.08833  -0.44
H  2.62990  -3.26406  -2.91215  0.41
H  2.37326  -1.99872  -1.86985  -0.48
H  4.37260  -1.59095  0.31391  0.42
H  2.85322  -2.37382  0.58030  0.38
H  4.46019  -3.05733  0.98457  0.49
H  3.44529  -4.92930  0.22232  0.57
H  2.11489  -4.22441  -0.73320  0.36
H  3.08843  -6.63376  -0.99323  0.39
H  2.70721  -5.65883  -2.54573  0.32
H  4.72920  -6.64201  -2.91668  0.33
H  5.29814  -6.42742  -1.31445  0.57
H  7.17531  -6.01682  -2.80308  0.44
H  7.44165  -5.07174  -1.40946  0.43
H  7.70881  -4.44817  -3.09105  0.37
H  5.70416  -4.68651  -4.77872  0.44
H  5.39569  -3.16740  -3.98499  -0.09
H  4.13039  -4.42005  -4.00577  0.35
H  5.51258  -1.90569  -2.44283  0.37
C  0.06949  -0.30970  6.46413  -0.83
C  1.62543  -0.50755  6.44291  -0.40
O  1.95534  -1.35640  5.38590  -0.49
H  -0.37264  -1.28710  6.27101  0.22
H  -0.37037  0.19945  5.60657  0.03
H  -0.37130  0.16103  7.34288  0.47
H  2.00367  -0.83098  7.41267  0.37
H  2.10716  0.45328  6.26168  0.30
H  2.87929  -1.11358  5.29127  0.31
C  -5.84417  2.79023  0.48441  -1.20
C  -5.30906  1.36456  0.52755  0.56
O  -4.38516  1.21693  -0.46347  -0.61
H  -5.02800  3.51146  0.44212  0.26
H  -6.52903  3.07689  1.28246  0.36
H  -6.40914  3.00836  -0.42187  0.32
H  -6.07292  0.63706  0.25301  0.33
H  -4.96443  0.98808  1.49067  -0.34
H  -3.58676  0.74211  -0.22119  0.30
C  1.63746  7.13150  0.41869  -0.91
C  1.80327  6.31672  1.74716  0.15
O  0.65923  6.47119  2.55905  -0.54
H  0.73684  6.77753  -0.08298  0.17
H  2.39153  7.01509  -0.35971  0.36
H  1.45684  8.20504  0.47354  0.32
H  2.80242  6.52422  2.13022  0.31
H  1.84576  5.26064  1.48075  -0.16
H  0.02329  5.82806  2.23724  0.35
C  -1.37474  3.86760  -4.89689  -0.75
C  -1.49881  3.01020  -6.14309  -0.03
O  -2.20396  3.71221  -7.16941  -0.57
H  -2.33160  4.14347  -4.45371  0.45
H  -0.88686  4.78255  -5.23295  0.31
H  -0.81788  3.35403  -4.11316  -0.11
H  -2.14601  2.17386  -5.87894  0.27
H  -0.60268  2.59737  -6.60635  0.10
H  -2.91472  4.24647  -6.80744  0.31

=====

Most stable: (x). Least stable: (w).